The following is a quantum chemistry calculation of a cluster of 11 separate species, C6H34O14 in total in a non-equilibrium geometry, from OMol25.

Calculated values
structure (SMILES) = OCCO.OCCO.OCCO.O.O.O.O.O.O.O.O
HOMO-LUMO gap = 9.45 eV
largest force on an atom = 3.7 eV/A
spin multiplicity = 1
E_tot = -35436.1529 eV

Last column: Mulliken charge in e.
Atoms and positions in Å:
O1 -3.6452 -2.0818 0.7439  -0.531
C1 -4.4402 -1.1818 -0.0301  -0.595
C2 -3.5682 -0.1028 -0.6311  0.305
O2 -4.3842 0.7432 -1.3781  -0.548
H1 -3.5392 -1.6528 1.5549  0.292
H2 -4.8492 -1.7938 -0.8471  0.311
H3 -5.3612 -0.8548 0.5489  0.308
H4 -2.6612 -0.4088 -1.1351  0.078
H5 -3.2242 0.3862 0.2369  0.005
H6 -5.1462 1.0982 -0.8691  0.350
O3 5.0418 -0.0318 0.7389  -0.538
C3 3.9778 -0.6318 1.3869  -0.310
C4 3.2608 -1.6768 0.4939  0.202
O4 1.9528 -1.9708 1.0559  -0.673
H7 4.6408 0.6572 0.2049  0.342
H8 4.2858 -1.0778 2.4059  0.291
H9 3.2468 0.2142 1.5539  0.086
H10 3.7868 -2.6408 0.4089  0.330
H11 3.1198 -1.3568 -0.4851  0.091
H12 1.4968 -1.1728 1.3289  0.409
O5 0.2788 0.0762 2.0339  -0.560
C5 -1.0312 -0.5448 2.0979  -0.278
C6 -2.0052 0.2312 2.9799  -0.508
O6 -3.2522 -0.4478 3.0059  -0.526
H13 0.6868 0.0072 2.8939  0.280
H14 -1.3852 -0.6658 1.0919  -0.073
H15 -0.8982 -1.5158 2.5529  0.576
H16 -2.1602 1.0962 2.4169  0.364
H17 -1.5682 0.4632 3.9609  0.403
H18 -3.8032 -0.1888 3.6999  0.266
O7 -1.1042 2.7012 0.7839  -0.568
H19 -1.0182 3.3352 1.5019  0.265
H20 -0.7362 1.9162 1.1399  0.113
O8 -1.4282 1.7572 -3.0331  -0.633
H21 -2.0162 1.1982 -3.5151  0.293
H22 -1.2862 1.3072 -2.1881  0.226
O9 2.1938 -1.1658 -3.5121  -0.695
H23 2.1058 -0.2128 -3.5151  0.350
H24 1.4608 -1.4978 -2.9561  0.325
O10 -0.1742 0.3872 -1.1501  0.121
H25 0.3368 0.5842 -0.3861  -0.061
H26 -0.0322 -0.5078 -1.2471  0.201
O11 1.3728 1.3822 -3.2901  -0.680
H27 0.8508 1.2942 -2.4921  0.426
H28 1.8228 2.1972 -3.1371  0.293
O12 3.6818 0.8642 -1.6101  -0.635
H29 3.3318 0.7402 -2.5141  0.293
H30 3.0288 1.0342 -0.9741  0.352
O13 0.8968 -2.2258 -1.3531  -0.620
H31 1.2598 -2.3858 -0.4571  0.347
H32 0.0098 -2.5798 -1.4571  0.249
O14 2.0298 1.9662 0.2629  -0.560
H33 2.7528 2.5392 -0.0331  0.230
H34 1.8098 2.3952 1.1119  0.219



The following is a quantum chemistry calculation of a cluster of 12 separate species, C6H35N2O11 in total in a non-equilibrium geometry, from OMol25.

Calculated values
HOMO-LUMO gap (alpha / beta) = 3.93 / 6.70 eV
largest force on an atom = 2.1 eV/A
spin multiplicity = 2
E_tot = -32289.3915 eV

Last column: Mulliken spin population.
Atoms and positions in Å:
C1 -1.0065 -0.4876 -2.5912  0.008
C2 -0.5039 -0.9052 -1.2149  -0.024
C3 0.2542 0.2074 -0.5156  0.072
C4 -0.5757 1.1037 0.3701  -0.296
C5 -1.7458 0.7479 0.9741  0.455
C6 -0.3672 3.3587 1.2230  0.566
N1 0.0673 2.2987 0.5491  0.124
N2 0.4540 -2.0695 -1.3733  -0.001
H1 -0.5478 0.3510 -3.1124  -0.001
H2 -0.7644 -1.2610 -3.3432  0.002
H3 -2.0939 -0.4501 -2.6485  -0.006
H4 -1.3502 -1.1984 -0.6017  0.006
H5 1.0139 -0.2076 0.1553  0.011
H6 0.7540 0.8030 -1.2706  -0.011
H7 -2.3365 1.3943 1.5996  -0.006
H8 -1.9803 -0.3036 0.8956  0.007
H9 0.2267 4.2640 1.0511  0.023
H10 -1.3448 3.6770 1.5816  0.010
H11 1.1681 -1.6940 -2.0238  -0.001
H12 0.7051 -2.4028 -0.4474  0.001
H13 -0.0008 -2.8198 -1.8920  0.001
H14 2.5005 -0.5053 -3.9219  0.000
H15 2.4362 0.1447 -2.4544  -0.001
O1 2.4299 -0.6671 -2.9804  0.000
H16 -0.3430 -2.5480 2.2569  -0.002
H17 -0.6310 -1.7520 3.5310  -0.001
O2 0.0771 -1.9592 2.9130  0.006
H18 3.9560 2.2690 0.2964  0.000
H19 2.5513 1.9816 1.0239  0.000
O3 3.3350 1.6020 0.5953  0.001
H20 2.2726 2.5874 -1.0203  0.001
H21 2.1789 3.2470 -2.4196  -0.001
O4 2.0098 2.4341 -1.9362  0.000
H22 0.3843 -4.5512 1.0016  0.000
H23 -1.1287 -4.0457 0.6434  0.000
O5 -0.2433 -3.8284 0.9519  0.000
H24 -2.5919 3.5012 -1.2829  0.002
H25 -1.7785 2.2127 -1.1907  0.005
O6 -2.4566 2.6577 -1.7197  0.007
H26 1.6359 -0.9596 2.5781  0.002
H27 3.1380 -0.2159 2.8540  0.000
O7 2.5638 -0.7964 2.3578  0.003
H28 -2.8483 -2.8279 -1.6079  0.000
H29 -3.2751 -3.3976 -0.2706  0.000
O8 -2.5847 -3.4718 -0.9402  0.001
H30 -1.3190 1.4680 3.7893  -0.002
H31 -0.5789 2.7178 3.2695  -0.027
O9 -1.3996 2.4235 3.7060  0.048
H32 2.8097 -1.5790 0.7615  0.000
H33 3.1564 -0.5162 -0.2104  -0.001
O10 3.0500 -1.4817 -0.1849  0.002
H34 -3.4326 0.6603 -0.8158  -0.005
H35 -4.6992 0.5541 -0.1454  -0.002
O11 -3.9566 -0.0247 -0.3665  0.022



The following is a quantum chemistry calculation of a cluster of 13 separate species, C6H35N2O12 in total in a non-equilibrium geometry, from OMol25.

Calculated values
HOMO-LUMO gap = 7.99 eV
largest force on an atom = 2.6 eV/A
total charge = +1
spin multiplicity = 1
E_tot = -34333.9081 eV

Last column: Mulliken charge in e.
Atoms and positions in Å:
C1 2.7551 2.0246 -0.0239  -0.609
C2 1.7806 2.9900 -0.7373  -0.673
C3 0.3493 2.7097 -0.3006  0.891
C4 -0.4385 1.6892 -0.7646  -1.471
N1 -1.7078 1.9861 -0.2769  0.364
C5 -1.6851 3.1174 0.5954  -0.823
C6 -0.4405 3.6240 0.4421  -0.700
N2 2.1689 0.9660 0.9991  0.029
H1 3.4536 2.5329 0.6288  0.429
H2 3.1813 1.3797 -0.7534  0.334
H3 2.0463 3.9721 -0.2887  0.242
H4 2.0077 2.9619 -1.8212  0.376
H5 -0.3215 0.7921 -1.3669  0.744
H6 -2.4287 1.3094 -0.4142  0.313
H7 -2.5721 3.4523 1.1656  0.404
H8 0.1113 4.4678 0.8017  0.438
H9 1.2950 0.5668 0.6653  -0.085
H10 2.9693 0.3165 1.1397  0.373
H11 2.0960 1.3312 1.9557  0.330
H12 -4.4302 1.6708 -1.3329  0.289
H13 -3.7662 2.4225 -2.1971  0.348
O1 -3.7163 1.4653 -1.9674  -0.650
H14 0.9643 -5.0276 -0.2634  0.252
H15 2.2848 -4.3373 -0.1075  0.277
O2 1.3258 -4.1548 -0.1021  -0.501
H16 -1.3102 0.6282 -4.2361  0.323
H17 -1.7384 1.8035 -3.4640  0.294
O3 -1.0367 1.5354 -4.0619  -0.641
H18 1.2307 1.9919 4.1078  0.312
H19 0.2159 1.4769 3.2908  0.353
O4 0.8721 2.2213 3.2305  -0.620
H20 2.4822 -1.5719 -4.0711  0.281
H21 3.1722 -1.9209 -2.7698  0.272
O5 2.3372 -2.0170 -3.2326  -0.546
H22 -0.2613 -2.6114 0.9527  0.164
H23 -0.3696 -3.7263 1.9701  0.303
O6 -0.6471 -2.8116 1.8364  -0.647
H24 -2.0191 -2.8506 0.2266  0.301
H25 -2.7435 -4.2035 -0.2443  0.274
O7 -1.9694 -3.6506 -0.3122  -0.565
H26 -0.4951 -0.7688 3.5893  0.293
H27 -0.7715 -0.4496 2.1398  0.260
O8 -0.6930 -0.0247 2.9960  -0.632
H28 -0.4610 -1.7999 -1.1549  0.160
H29 0.6527 -2.2840 -0.3891  0.133
O9 0.1321 -1.4737 -0.4320  0.036
H30 1.9980 -2.7040 1.3507  0.335
H31 3.1636 -2.2220 2.1946  0.300
O10 2.7436 -2.0841 1.3287  -0.606
H32 -0.8912 -3.0836 -2.3661  0.308
H33 0.3610 -2.8853 -3.2758  0.312
O11 -0.4661 -2.4316 -2.9418  -0.662
H34 -4.0874 0.8226 2.1778  0.285
H35 -2.9667 1.3189 3.2144  0.305
O12 -3.7165 1.5476 2.6700  -0.604



The following is a quantum chemistry calculation of a cluster of 12 separate species, C6H35NO12 in total in a non-equilibrium geometry, from OMol25.

Calculated values
structure (SMILES) = CC(C)C[C@@H](N)C=O.O.O.O.O.O.O.O.O.O.O.O
HOMO-LUMO gap = 9.33 eV
largest force on an atom = 2.9 eV/A
spin multiplicity = 1
E_tot = -32849.2952 eV

Last column: Mulliken charge in e.
Atoms and positions in Å:
C1 -0.6705 -0.4448 -1.2257  0.502
C2 -2.2025 -0.5263 -0.9796  1.139
C3 -2.8192 0.1872 -2.1843  -1.668
C4 -2.4921 0.1699 0.3661  -1.584
C5 -2.0821 -0.7353 1.5800  2.005
N1 -1.9608 0.2542 2.6623  -0.709
C6 -3.3205 -1.5546 1.8611  0.018
O1 -4.0045 -1.4047 2.8378  -0.525
H1 -0.1337 -0.7587 -0.3348  0.021
H2 -0.4269 -1.0077 -2.1081  -0.812
H3 -0.2045 0.5279 -1.4048  0.070
H4 -2.5057 -1.5687 -1.0035  0.280
H5 -3.8188 -0.1879 -2.4183  0.388
H6 -2.3238 0.2319 -3.1574  0.368
H7 -2.9037 1.2521 -1.9338  0.356
H8 -3.5600 0.4195 0.3950  0.334
H9 -1.9895 1.1361 0.3729  0.334
H10 -1.2295 -1.3054 1.2358  -1.052
H11 -0.9775 0.4055 2.7898  0.231
H12 -2.3298 -0.1215 3.5369  0.284
H13 -3.7230 -2.1270 1.0038  0.337
O2 -0.0199 4.2602 3.5208  -0.700
H14 -0.1492 4.8280 2.7607  0.330
H15 -0.8542 3.9447 3.8845  0.326
O3 3.1900 -0.8369 -0.9134  -0.579
H16 3.3412 -1.7899 -0.8799  0.219
H17 3.6239 -0.5356 -0.0974  0.316
O4 1.0487 -1.3295 1.8786  -0.595
H18 1.2982 -1.6881 1.0256  0.240
H19 1.3097 -0.4108 1.9758  0.262
O5 3.1069 1.2967 -2.5829  -0.671
H20 3.0685 1.0397 -1.6617  0.383
H21 3.7315 0.8247 -3.1293  0.274
O6 0.5679 3.4189 -0.7286  -0.601
H22 0.5386 2.7176 -1.3895  0.334
H23 0.6622 4.2360 -1.2257  0.256
O7 2.3803 -3.7007 0.8214  -0.617
H24 2.6576 -4.2686 0.0958  0.307
H25 1.5947 -4.0891 1.2281  0.321
O8 -0.6688 -4.1355 1.6740  -0.662
H26 -0.8842 -4.3877 2.5760  0.304
H27 -0.4848 -3.1919 1.7720  0.304
O9 0.4967 1.4457 -3.2151  -0.630
H28 1.4446 1.3909 -2.9535  0.414
H29 0.3322 0.7955 -3.9008  0.274
O10 3.4913 1.3474 0.6924  -0.587
H30 3.5840 2.0520 0.0380  0.275
H31 4.0486 1.6602 1.4183  0.265
O11 1.5654 2.4492 2.2121  -0.571
H32 1.1246 3.1548 2.7371  0.378
H33 1.8370 2.7251 1.3403  0.276
O12 -0.2518 -2.3066 -3.8543  -0.653
H34 0.0497 -1.8880 -3.0354  0.151
H35 -1.1025 -1.8704 -3.9753  0.341



The following is a quantum chemistry calculation of a cluster of 15 separate species, C6H38O14 in total in a non-equilibrium geometry, from OMol25.

Calculated values
HOMO-LUMO gap = 8.65 eV
largest force on an atom = 1.6 eV/A
spin multiplicity = 1
E_tot = -35502.6250 eV

Last column: Mulliken charge in e.
Atoms and positions in Å:
C1 -1.0848 -0.0791 -0.1511  0.475
C2 -1.2610 0.8082 1.0363  0.236
C3 -1.9898 0.3537 2.0676  -1.366
C4 -0.4743 2.7660 2.2596  -1.285
C5 -0.8045 2.2382 1.0858  1.552
C6 -1.1933 3.0204 -0.1557  -1.008
H1 -0.1710 -0.6888 -0.1905  -0.219
H2 -0.9035 0.5327 -1.0332  -0.656
H3 -1.8968 -0.7849 -0.2805  0.374
H4 -2.3020 1.0542 2.8216  0.359
H5 -2.3956 -0.6512 2.0757  0.321
H6 -0.4587 3.8470 2.3766  0.279
H7 -0.3437 2.2302 3.1869  0.217
H8 -1.5478 4.0114 0.1099  0.428
H9 -1.8917 2.3565 -0.6524  0.212
H10 -0.3387 3.1548 -0.8018  0.225
H11 2.2460 -3.2219 3.0228  0.274
H12 2.7448 -2.2727 2.0668  0.428
O1 3.1031 -2.8458 2.7768  -0.663
H13 0.6022 2.0275 5.4830  0.286
H14 1.1134 0.7319 4.9588  0.385
O2 0.6057 1.0886 5.6946  -0.639
H15 2.4326 0.2238 0.3799  0.315
H16 3.8189 0.7502 0.8522  0.228
O3 2.9324 1.0281 0.6078  -0.630
H17 -2.7867 -1.1293 -3.3374  0.244
H18 -2.7164 -2.2782 -2.4205  0.258
O4 -2.1379 -1.7566 -2.9919  -0.545
H19 -0.5199 0.5487 -4.3008  0.431
H20 -0.5664 1.4029 -5.5745  0.294
O5 -0.9406 0.6142 -5.1756  -0.677
H21 1.9703 0.8143 2.3899  0.273
H22 2.9971 0.5404 3.5413  0.274
O6 2.1167 0.8700 3.3459  -0.630
H23 3.0329 3.2098 -0.8940  0.292
H24 2.0446 2.5762 0.0215  0.391
O7 2.1482 3.3545 -0.5465  -0.639
H25 -3.7257 2.3492 -2.8719  0.254
H26 -3.1162 1.3859 -3.6847  0.297
O8 -3.1447 1.5872 -2.7323  -0.544
H27 0.4711 0.5424 -2.1357  0.213
H28 1.5794 0.7224 -3.1926  0.289
O9 0.6381 0.8380 -3.0342  -0.527
H29 0.8942 -2.1452 0.9500  0.161
H30 0.8264 -0.7426 1.6222  0.237
O10 1.4132 -1.3587 1.1649  -0.414
H31 -1.9824 -3.7596 3.8779  0.315
H32 -2.8877 -3.8592 2.6218  0.303
O11 -2.0457 -4.1333 2.9944  -0.620
H33 -0.2333 -4.0944 -1.4807  0.276
H34 -1.1488 -3.6817 -0.3202  0.275
O12 -0.2588 -3.5772 -0.6692  -0.539
H35 0.8467 -1.6930 -4.1229  0.317
H36 -0.3114 -2.3600 -3.3477  0.336
O13 0.6486 -2.3747 -3.4728  -0.680
H37 1.3354 -1.3360 -2.0381  0.267
H38 2.8280 -1.5792 -2.1895  0.266
O14 2.1897 -1.1760 -1.5936  -0.573



The following is a quantum chemistry calculation of a structure of composition C6H3CaNO4 in a non-equilibrium geometry, from OMol25.

Calculated values
HOMO-LUMO gap = 11.81 eV
largest force on an atom = 6.1 eV/A
total charge = +2
spin multiplicity = 1
E_tot = -34372.6805 eV

Last column: Mulliken charge in e.
Atoms and positions in Å:
O1 0.5699 -2.9906 -1.3331  -0.005
C1 0.6134 -1.8424 -1.3614  -0.026
Ca1 0.6754 0.4793 -0.7889  2.019
O2 -2.3384 0.4116 -2.9940  0.011
C2 -1.3559 0.4266 -2.4333  0.096
C3 2.4562 0.4619 -2.4209  -0.009
O3 3.4449 0.4705 -3.0086  -0.009
C4 0.5319 2.7528 -1.2894  -0.134
O4 0.5119 3.8700 -1.3636  0.050
C5 -0.9851 -0.7946 3.2946  -0.748
C6 -0.6027 -0.4846 1.9838  0.512
N1 -0.2938 -0.1571 0.9138  -0.724
H1 -1.9184 -0.2446 3.5021  0.325
H2 -0.1705 -0.4747 3.9669  0.323
H3 -1.1388 -1.8842 3.3319  0.320



The following is a quantum chemistry calculation of a structure of composition C6H3CeCl2NO3STm in a non-equilibrium geometry, from OMol25.

Calculated values
HOMO-LUMO gap (alpha / beta) = 6.32 / 6.24 eV
largest force on an atom = 8.8 eV/A
total charge = +4
spin multiplicity = 4
E_tot = -92196.3734 eV

Last column: Mulliken spin population.
Atoms and positions in Å:
Tm1 -1.9639 -1.0909 -3.5080  1.997
Ce1 0.5612 -0.0849 0.7146  1.015
Cl1 -2.4352 -2.9721 -2.0621  0.002
Cl2 -0.4537 1.6679 -0.8673  -0.009
C1 1.6498 2.0882 1.3322  -0.002
C2 -0.1468 -2.1190 -4.4643  0.001
C3 -0.3039 0.4051 -4.2946  0.002
O1 2.0042 3.1892 1.3348  0.001
O2 0.7555 -2.4714 -5.1162  -0.001
O3 0.5267 1.0070 -4.8362  -0.001
S1 -2.9539 -2.0852 3.3054  -0.002
C4 -1.2897 -2.1576 3.8914  0.000
C5 -0.4414 -1.4756 3.0546  0.000
N1 -1.1186 -0.8854 1.9565  -0.003
C6 -2.4647 -1.1652 1.9630  0.000
H1 -0.9746 -2.6736 4.7930  0.000
H2 0.6466 -1.3500 3.1155  0.000
H3 -3.1077 -0.8053 1.1692  0.000